[1]
ORCA calculation (ωB97M-V with the def2-TZVPD basis set) on one molecule with the formula C19H23N5O2 at a distorted geometry.

total charge = 0
total energy = -1162.1284 hartree
Kohn-Sham gap = 0.3122 Eh
SMILES = CCN1CCN(C(=O)CCn2c(=O)c3cccn3c3cccnc32)CC1
HOMO level = -0.306 Ha
max |F| = 1.1 eV/A
energy above the lowest of the compared OMol25 structures with the same formula, charge and spin = 112.57 kJ/mol

CARTESIAN COORDINATES (ANGSTROEM)
C 4.780184 1.314109 -2.410093
C 5.091079 1.486621 -0.918697
N 4.256880 0.747686 0.005197
C 2.861150 1.132474 0.012108
C 2.179249 0.530403 1.245408
N 2.323463 -0.907759 1.223959
C 1.358916 -1.849022 1.163375
O 1.621024 -3.035986 1.077666
C -0.086364 -1.373672 1.222180
C -0.558202 -0.895061 -0.154251
N -1.867534 -0.270097 -0.063061
C -1.907657 1.060558 0.328160
O -0.878988 1.668471 0.571320
C -3.228336 1.635521 0.410997
C -3.620659 2.919331 0.737260
C -5.019473 2.949546 0.670443
C -5.447593 1.694753 0.310832
N -4.363646 0.895508 0.152071
C -4.281634 -0.439742 -0.194462
C -5.382785 -1.247750 -0.446061
C -5.181862 -2.575866 -0.785202
C -3.880215 -3.045674 -0.861320
N -2.823940 -2.291751 -0.624455
C -2.995503 -1.018710 -0.296678
C 3.714001 -1.309947 1.153897
C 4.372739 -0.694198 -0.080170
H 5.474549 1.909770 -2.996771
H 3.769464 1.645616 -2.635448
H 4.883569 0.273787 -2.708953
H 5.001140 2.544642 -0.654659
H 6.124787 1.181060 -0.730625
H 2.790403 2.220439 0.060128
H 2.328653 0.786872 -0.891914
H 1.138624 0.844422 1.264131
H 2.684005 0.911751 2.140801
H -0.203162 -0.576948 1.957056
H -0.694494 -2.227608 1.524620
H -0.634240 -1.740226 -0.837486
H 0.125907 -0.143486 -0.553678
H -2.960724 3.724211 0.988430
H -5.648351 3.795456 0.864113
H -6.446158 1.336636 0.161972
H -6.381095 -0.844760 -0.377412
H -6.017746 -3.226135 -0.983952
H -3.662534 -4.071928 -1.120920
H 3.748453 -2.399192 1.111738
H 4.230200 -0.956374 2.052537
H 5.430486 -0.964028 -0.102686
H 3.883972 -1.103735 -0.981443

Forces on atoms 1 to 3 (eV/Å):
0.03 0.00 0.35
0.03 0.05 -0.23
-0.04 -0.03 0.04



[2]
ORCA calculation (ωB97M-V with the def2-TZVPD basis set) on one molecule with the formula C19H23N5O3 at a distorted geometry.

total charge = 0
total energy = -1237.3943 hartree
Kohn-Sham gap = 0.3061 Eh
SMILES = Cn1c(NC[C@H]2CCCO2)nc2c1c(=O)n(Cc1ccccc1)c(=O)n2C
HOMO level = -0.287 Ha
max |F| = 1.4 eV/A
energy above the lowest of the compared OMol25 structures with the same formula, charge and spin = 0.00 kJ/mol

CARTESIAN COORDINATES (ANGSTROEM)
C -0.916217 -3.283190 0.278237
N -0.997936 -1.934520 -0.210063
C -2.104106 -1.176132 -0.411801
N -3.355908 -1.646821 -0.205129
C -4.491845 -0.758162 -0.242334
C -4.859560 -0.164140 1.136271
C -3.884139 0.926110 1.585093
C -4.453287 2.161850 0.888005
C -5.953946 1.847096 0.792772
O -6.123140 0.464284 1.078078
N -1.827238 0.031557 -0.894565
C -0.481121 0.050959 -1.012376
C 0.077179 -1.145322 -0.600595
C 1.476244 -1.390778 -0.623702
O 2.049691 -2.416815 -0.293891
N 2.178175 -0.276411 -1.104211
C 3.638293 -0.397815 -1.147761
C 4.249925 0.063286 0.149524
C 4.581219 1.399767 0.332363
C 5.116697 1.826368 1.534986
C 5.323658 0.922795 2.563740
C 4.988482 -0.409165 2.388412
C 4.452203 -0.837878 1.186834
C 1.654391 0.933647 -1.526374
O 2.361191 1.828453 -1.942787
N 0.282588 1.077204 -1.467977
C -0.337906 2.313206 -1.888571
H 0.135591 -3.565964 0.285846
H -1.469154 -3.963399 -0.373258
H -1.312625 -3.352854 1.294676
H -3.438236 -2.456128 0.391583
H -5.357601 -1.313180 -0.614480
H -4.248740 0.041615 -0.940962
H -4.944990 -0.982117 1.862673
H -3.929858 1.039408 2.668740
H -2.861551 0.715429 1.285273
H -4.015501 2.264909 -0.104117
H -4.266504 3.076106 1.446252
H -6.538494 2.404481 1.531900
H -6.355273 2.066052 -0.203023
H 3.860615 -1.452628 -1.320911
H 3.992913 0.212723 -1.979709
H 4.409644 2.101497 -0.469947
H 5.374549 2.866917 1.669397
H 5.744629 1.256416 3.501342
H 5.146319 -1.116670 3.189665
H 4.180639 -1.873816 1.048685
H 0.435411 2.942892 -2.323651
H -1.113932 2.096334 -2.621530
H -0.789012 2.813735 -1.030921

Forces on atoms 1 to 3 (eV/Å):
-0.07 -0.38 0.14
-0.26 0.39 -0.09
0.62 -0.17 -0.14



[3]
ORCA calculation (ωB97M-V with the def2-TZVPD basis set) on one molecule with the formula C19H23NO2.

total charge = 0
total energy = -943.0886 hartree
Kohn-Sham gap = 0.3201 Eh
SMILES = CC(C)Cc1ccc([C@@H](C)C(=O)Nc2ccccc2O)cc1
HOMO level = -0.297 Ha
max |F| = 0.5 eV/A
energy above the lowest of the compared OMol25 structures with the same formula, charge and spin = 0.00 kJ/mol

CARTESIAN COORDINATES (ANGSTROEM)
C -3.377042 -1.990297 -1.214465
C -3.706848 -1.735004 0.253494
C -2.633105 -2.342991 1.151479
C -3.901302 -0.230433 0.538226
C -2.669137 0.584107 0.277543
C -2.426714 1.130967 -0.976292
C -1.265350 1.838322 -1.231550
C -0.316803 2.025663 -0.234976
C 0.963186 2.776349 -0.502774
C 0.984654 4.122762 0.222072
C 2.181425 1.940572 -0.105678
O 3.154226 2.428596 0.447829
N 2.061174 0.646235 -0.467145
C 2.858304 -0.506360 -0.260033
C 2.205900 -1.716832 -0.490927
C 2.850014 -2.929135 -0.360454
C 4.186152 -2.948401 0.006043
C 4.845833 -1.762560 0.239988
C 4.211068 -0.522872 0.117060
O 4.966402 0.559130 0.352066
C -0.568430 1.501048 1.028914
C -1.727304 0.792828 1.279515
H -3.311796 -3.059367 -1.404285
H -4.147123 -1.576137 -1.861582
H -2.423211 -1.538021 -1.477159
H -4.660833 -2.225467 0.479989
H -2.870427 -2.182088 2.200674
H -1.661447 -1.899736 0.944561
H -2.562757 -3.414762 0.979569
H -4.197956 -0.114630 1.582883
H -4.717738 0.134919 -0.088620
H -3.154206 1.003984 -1.764646
H -1.095443 2.249833 -2.217061
H 1.053623 2.960157 -1.581408
H 1.934241 4.621685 0.047739
H 0.867182 3.978032 1.292825
H 0.175285 4.753497 -0.137140
H 1.163573 0.407530 -0.873346
H 1.163296 -1.693957 -0.781425
H 2.314462 -3.847081 -0.545391
H 4.710638 -3.885723 0.109282
H 5.886267 -1.748763 0.523933
H 4.405873 1.375134 0.413769
H 0.156207 1.642279 1.818184
H -1.904016 0.396996 2.268705

Forces on atoms 1 to 3 (eV/Å):
-0.14 -0.04 0.23
0.09 0.01 -0.03
-0.26 0.01 -0.12



[4]
ORCA calculation (ωB97M-V with the def2-TZVPD basis set) on one molecule with the formula C19H23NO4S.

total charge = 0
total energy = -1491.7159 hartree
Kohn-Sham gap = 0.3504 Eh
SMILES = COc1ccc(S(=O)(=O)CCC(=O)NCCc2cccc(C)c2)cc1
HOMO level = -0.324 Ha
max |F| = 0.8 eV/A
energy above the lowest of the compared OMol25 structures with the same formula, charge and spin = 100.84 kJ/mol

CARTESIAN COORDINATES (ANGSTROEM)
C 5.626832 0.142763 1.806593
O 4.549260 0.341180 0.921209
C 3.286309 0.328814 1.412414
C 2.957665 0.149469 2.755333
C 1.628969 0.154513 3.144395
C 0.638013 0.337480 2.203692
S -1.069946 0.325856 2.730164
O -1.192657 1.184366 3.881353
O -1.915181 0.627659 1.598104
C -1.446945 -1.385760 3.297795
C -2.276360 -2.068762 2.230588
C -1.510423 -1.950454 0.915576
O -0.300052 -2.060498 0.878690
N -2.273345 -1.763493 -0.177686
C -1.702419 -1.366142 -1.445673
C -2.124488 0.064496 -1.810974
C -1.319627 0.570837 -2.974113
C -0.280355 1.471063 -2.789058
C 0.474411 1.896748 -3.868579
C 0.200298 1.427098 -5.139143
C -0.838873 0.527570 -5.347933
C -1.149348 0.037900 -6.730399
C -1.587437 0.110662 -4.257728
C 0.950289 0.523870 0.870233
C 2.268036 0.520927 0.472489
H 6.523638 0.185053 1.190625
H 5.672948 0.929446 2.566057
H 5.569824 -0.834631 2.295319
H 3.722792 0.004770 3.501208
H 1.358974 0.031414 4.181926
H -1.962585 -1.290716 4.248686
H -0.485958 -1.876286 3.425101
H -2.417837 -3.125481 2.471486
H -3.249302 -1.585496 2.148495
H -3.248967 -1.544373 -0.048194
H -2.017426 -2.067666 -2.225373
H -0.617159 -1.428833 -1.335598
H -1.982414 0.700124 -0.934507
H -3.188165 0.068508 -2.064242
H -0.065133 1.849270 -1.800687
H 1.280981 2.599189 -3.716384
H 0.792599 1.761003 -5.979066
H -0.234751 -0.217153 -7.262194
H -1.793995 -0.836995 -6.699447
H -1.658221 0.817663 -7.297674
H -2.401791 -0.584506 -4.410562
H 0.148870 0.665077 0.165774
H 2.541993 0.658136 -0.561382

Forces on atoms 1 to 3 (eV/Å):
0.18 -0.03 0.15
-0.29 0.03 -0.16
-0.22 0.03 -0.02



[5]
ORCA calculation (ωB97M-V with the def2-TZVPD basis set) on one molecule with the formula C19H23NO6 at a distorted geometry.

total charge = 0
total energy = -1243.5143 hartree
Kohn-Sham gap = 0.2988 Eh
SMILES = CCCCOC(=O)CN1C(=O)c2ccc(C(=O)OCCCC)cc2C1=O
HOMO level = -0.350 Ha
max |F| = 15.7 eV/A
energy above the lowest of the compared OMol25 structures with the same formula, charge and spin = 1514.44 kJ/mol

CARTESIAN COORDINATES (ANGSTROEM)
C 2.482052 -6.164758 -2.268617
C 1.157589 -5.447808 -1.728630
C 0.265762 -6.493263 -0.892173
C -0.940266 -6.013584 -0.429367
O -0.455883 -5.175195 0.646721
C -0.882633 -3.847362 0.236031
O -1.239972 -3.438438 -0.795930
C -0.351712 -2.897438 1.457897
N -0.049525 -1.755298 1.140788
C 1.020617 -1.669905 0.110439
O 1.932783 -2.408179 -0.377685
C 1.132508 -0.118241 -0.190911
C 1.956317 0.553572 -1.211273
C 1.912502 1.849507 -1.246951
C 0.868010 2.615366 -0.766201
C 0.497253 3.992120 -0.838843
O 1.394137 4.606288 -1.465400
O -0.849522 4.468554 -0.430226
C -0.858538 5.967303 -0.525162
C -1.652332 6.369966 0.428560
C -1.274664 6.271326 2.034498
C -1.992330 6.610306 3.081056
C -0.054442 1.827684 0.160582
C -0.039882 0.604086 0.377272
C -0.589500 -0.522903 1.263135
O -1.681798 -0.408673 1.758301
H 2.272416 -6.924177 -3.056939
H 3.107956 -5.311235 -2.941068
H 2.924580 -6.604363 -1.557148
H 0.462723 -5.302863 -2.552024
H 1.472592 -4.611494 -1.117520
H 1.025613 -7.111533 -0.143096
H 0.234280 -7.504731 -1.689627
H -1.512330 -6.806926 -0.139918
H -1.423767 -5.641614 -1.215562
H 0.576319 -3.348836 2.127779
H -1.109379 -2.912720 2.342232
H 2.850983 -0.073421 -1.437381
H 2.420139 2.479110 -1.903700
H -1.398922 6.066195 -1.647768
H 0.293279 6.432666 -0.298521
H -2.613106 5.673344 0.486239
H -2.209681 7.371099 0.520399
H -0.822221 5.258055 2.169804
H -0.176624 6.897931 1.855769
H -2.360594 7.747233 2.901723
H -1.741520 6.621558 4.053108
H -3.047804 6.011560 2.932522
H -0.931464 2.220131 0.782787

Forces on atoms 1 to 3 (eV/Å):
-3.91 5.68 -7.72
0.20 -3.24 0.21
8.65 -6.37 -4.13